ORCA calculation (ωB97M-V/def2-TZVPD) on a cluster of 16 separate species, C82H212N16O25 in total.

The geometry in XYZ format:
```
335
Properties=species:S:1:pos:R:3:forces:R:3:lowdin_charge:R:1
C -6.03746 6.53820 -0.11731 0.709 -0.130 0.583 -0.070
C -4.47680 6.44945 -0.00067 -2.371 -2.933 0.776 -0.415
C -4.10292 5.89223 1.40319 0.412 -0.576 -0.452 -0.186
O -2.67322 5.91725 1.48048 -0.389 0.597 -0.625 -0.220
C -2.01691 5.29074 2.53957 0.487 0.425 0.706 -0.120
N -4.03480 5.69135 -1.16145 -0.664 -0.782 0.517 0.048
H -6.42310 7.33852 0.54124 -0.099 -0.502 -0.270 0.073
H -6.51812 5.55660 0.09916 0.303 0.680 0.012 0.082
H -6.22318 6.76992 -1.15905 -0.284 0.185 -0.065 0.059
H -4.12184 7.42007 0.03758 1.040 2.022 -0.540 0.107
H -4.41796 4.84303 1.63070 -0.171 0.680 -0.492 0.118
H -4.62951 6.57838 2.08355 0.516 -0.144 0.483 0.119
H -2.33866 4.23196 2.67771 0.121 0.638 0.089 0.071
H -2.11188 5.90718 3.47665 -0.192 -0.832 -0.460 0.100
H -0.92957 5.31973 2.29668 -0.699 -0.250 0.040 0.080
H -4.07117 4.67781 -0.94379 0.027 0.736 -0.074 0.053
H -3.09293 5.89799 -1.35698 1.412 0.174 -0.252 0.035
C 3.76938 -2.21206 -2.09638 -0.917 -0.799 1.154 -0.053
C 3.61804 -0.72428 -2.27773 0.508 -0.520 2.669 -0.427
C 2.33302 -0.31873 -2.90061 0.150 0.702 -1.749 -0.212
O 1.21489 -0.66158 -2.15280 -0.461 -0.407 0.720 -0.168
C 0.10053 0.20989 -2.13569 0.017 0.612 -0.248 -0.076
N 3.87922 -0.02723 -0.98505 -0.675 0.593 -0.783 0.083
H 4.74640 -2.49754 -1.67075 -0.256 0.235 -0.302 0.087
H 3.60017 -2.73815 -3.03011 0.056 -0.220 -0.166 0.062
H 2.99392 -2.53361 -1.35247 0.534 0.007 -0.638 0.068
H 4.39738 -0.44592 -2.91629 1.078 0.786 -1.393 0.089
H 2.36421 -0.85074 -3.89771 -0.556 0.712 0.569 0.134
H 2.38313 0.78613 -3.04367 -0.186 -0.454 -0.160 0.129
H -0.61474 0.03947 -2.95512 0.437 0.032 -0.149 0.079
H 0.41104 1.28613 -2.14603 -0.110 -0.696 -0.042 0.090
H -0.46385 0.02868 -1.22357 0.253 -0.111 0.153 0.049
H 2.99701 0.15562 -0.53096 -0.511 0.166 0.121 0.046
H 4.32909 -0.62342 -0.32479 0.651 -0.625 0.369 0.031
C 2.70506 6.52416 3.52461 -0.556 -0.532 -1.443 -0.039
C 3.91077 7.09485 2.71027 0.351 -0.838 -0.282 -0.387
C 5.27063 6.84287 3.40031 -0.413 0.504 -0.367 -0.197
O 5.49474 5.44864 3.52618 -0.079 -0.398 0.717 -0.225
C 6.58279 5.03721 4.36740 -0.582 0.856 -0.643 -0.083
N 4.02061 6.56500 1.34791 0.710 -0.064 0.710 0.074
H 1.74661 6.87978 3.05716 0.854 -0.434 0.326 0.056
H 2.61717 6.72006 4.58467 0.460 0.453 0.295 0.065
H 2.73926 5.41208 3.42921 -0.085 0.720 -0.013 0.064
H 3.83341 8.15588 2.47759 -0.167 0.306 0.846 0.132
H 5.26117 7.38863 4.35761 0.234 -0.416 0.064 0.126
H 6.03213 7.26507 2.73455 0.111 0.109 0.191 0.123
H 7.52129 5.30326 3.92053 0.704 0.219 -0.451 0.068
H 6.56262 3.96861 4.46805 -0.267 -0.496 0.054 0.075
H 6.57577 5.51085 5.33964 -0.386 0.140 0.415 0.088
H 4.22934 5.58397 1.28589 -0.264 -0.080 0.010 0.028
H 3.29753 6.87237 0.74195 -0.730 0.039 -0.368 0.031
C -0.00690 -1.42406 5.69278 -0.495 0.219 -1.262 -0.022
C -0.60143 -2.75035 5.15971 -0.293 0.468 0.898 -0.397
C 0.32242 -3.95102 5.33146 0.715 1.230 2.085 -0.219
O 1.46140 -3.82941 4.50901 0.552 -0.279 -0.712 -0.217
C 2.55621 -4.65917 4.91444 -1.351 0.126 1.062 -0.084
N -1.86561 -3.09515 5.83484 0.214 -0.302 -0.491 0.074
H 1.03132 -1.36735 5.35383 -0.089 0.247 -0.031 0.067
H -0.03268 -1.25142 6.75209 0.033 -0.602 0.735 0.043
H -0.60034 -0.55983 5.30327 0.569 -0.577 -0.044 0.075
H -0.78426 -2.60243 4.10013 0.091 -0.100 -0.428 0.109
H -0.32043 -4.79420 5.13326 0.226 -0.895 -0.147 0.102
H 0.66716 -3.95728 6.44748 -0.664 -0.238 -1.603 0.151
H 3.32684 -4.73014 4.16952 0.168 0.393 -0.475 0.058
H 2.16818 -5.67302 5.08212 0.239 0.017 0.175 0.084
H 2.95490 -4.24352 5.86150 0.057 -0.384 -0.348 0.095
H -2.20125 -2.30387 6.36371 -0.364 0.144 0.054 0.021
H -2.56277 -3.45303 5.16806 0.596 0.338 0.470 0.043
C -3.17385 1.89504 -2.23472 0.038 0.094 0.526 -0.037
C -3.71813 1.50961 -0.84743 -0.746 0.793 -0.450 -0.422
C -3.08728 0.29039 -0.27402 0.117 -0.849 -0.395 -0.225
O -3.82018 -0.14439 0.86735 -0.470 -0.224 -0.947 -0.186
C -3.18770 -1.23040 1.53207 0.732 0.853 0.139 -0.070
N -3.61549 2.61618 0.07837 0.551 0.968 0.655 0.062
H -3.39173 1.16445 -2.99032 0.207 -0.844 -0.189 0.072
H -2.11129 2.11240 -2.21609 0.374 -0.253 0.085 0.058
H -3.62014 2.77901 -2.65763 -0.478 0.644 0.389 0.071
H -4.79112 1.32284 -0.96550 -0.006 -0.176 -0.011 0.144
H -2.06264 0.52614 0.04064 0.149 -0.103 -0.107 0.113
H -3.05459 -0.42250 -1.13501 0.107 -0.384 0.913 0.128
H -2.20637 -0.79342 1.81412 -0.092 -0.922 0.202 0.076
H -3.03828 -2.11287 0.88560 -0.112 0.338 0.184 0.080
H -3.75877 -1.49656 2.43249 0.095 0.108 -0.419 0.088
H -3.99445 2.34761 0.97824 -0.523 -0.205 -0.018 0.072
H -2.63295 2.74068 0.33724 0.091 0.215 -0.425 0.076
C 9.32251 3.14838 -0.65218 -0.629 0.943 0.470 -0.049
C 8.84749 3.90697 0.60709 0.936 -0.224 -0.006 -0.398
C 7.41543 3.62291 0.99914 -0.804 -0.744 1.714 -0.236
O 6.48614 3.88687 0.00824 -0.514 0.462 -1.618 -0.182
C 5.16174 3.47657 0.30753 0.305 -0.274 0.115 -0.104
N 9.72743 3.42373 1.73271 0.229 0.300 -1.470 0.033
H 10.21418 3.61683 -1.04658 0.217 0.295 -0.185 0.067
H 8.52538 3.23012 -1.39242 0.179 -0.416 -0.192 0.064
H 9.62401 2.13720 -0.39547 -0.473 -0.278 -0.012 0.078
H 8.92701 5.00995 0.46025 0.090 -0.605 -0.096 0.145
H 7.12734 4.22840 1.91662 0.469 -0.656 -0.706 0.121
H 7.29700 2.54790 1.25011 0.435 0.215 0.279 0.125
H 5.00862 2.37263 0.27097 0.377 0.405 0.085 0.081
H 4.48346 3.89338 -0.44999 0.329 0.078 0.540 0.064
H 4.93587 3.84321 1.31294 -0.383 -0.138 0.078 0.063
H 10.69565 3.59666 1.43920 -0.278 -0.510 -0.270 0.074
H 9.68318 4.09450 2.45227 -0.571 0.861 1.494 0.032
C 3.96766 -0.92715 3.84687 0.714 -1.984 -0.704 -0.061
C 4.62255 0.12620 2.96627 -0.688 0.100 1.075 -0.446
C 5.32555 1.20736 3.81869 0.998 -1.155 -1.168 -0.239
O 4.67333 1.64448 4.93363 -0.287 -0.146 0.781 -0.174
C 3.72638 2.65218 4.74868 -0.617 -0.089 -0.785 -0.084
N 5.58045 -0.47617 2.07929 0.112 0.552 -1.641 0.038
H 4.60605 -1.44492 4.58972 0.273 0.752 -0.202 0.093
H 3.67139 -1.80195 3.20853 -0.158 0.904 0.342 0.077
H 3.13535 -0.55077 4.38957 -0.823 0.338 0.369 0.048
H 3.80253 0.58096 2.36163 0.551 -0.232 0.158 0.131
H 5.53432 2.01283 3.10287 0.400 0.342 0.237 0.104
H 6.27486 0.73428 4.18189 -0.526 0.501 -0.390 0.144
H 3.41003 2.80206 5.76942 -0.468 0.916 0.019 0.098
H 2.84982 2.38068 4.10703 0.450 -0.322 0.552 0.077
H 4.15661 3.50796 4.21064 0.100 0.242 0.596 0.069
H 5.90923 0.24717 1.40468 0.064 -0.979 0.757 0.076
H 6.35532 -0.91095 2.57075 -0.003 0.310 -0.079 0.080
C -11.16709 -3.01081 2.56548 -0.473 -0.015 0.303 -0.118
O -10.15057 -3.98685 2.49586 -0.558 0.048 0.900 -0.189
C -9.28462 -3.88506 1.42394 -0.194 -0.338 -1.420 -0.272
C -8.56415 -2.55140 1.29239 1.348 -0.235 1.752 -0.224
N -7.90542 -2.60783 0.01153 -0.148 -0.075 -0.349 -0.071
C -6.90656 -1.61842 -0.21837 1.170 1.659 1.460 -0.224
C -5.81261 -2.10090 -1.11619 -0.062 0.099 0.037 -0.252
O -5.21983 -3.26396 -0.61455 0.225 -0.878 -0.067 -0.198
C -4.22055 -3.70787 -1.52585 0.011 0.144 -0.338 -0.082
H -11.69872 -2.97406 1.59907 0.066 0.277 0.260 0.095
H -10.79762 -1.99967 2.86321 -0.184 -0.667 -0.330 0.087
H -11.87947 -3.34707 3.34861 0.450 0.189 -0.508 0.094
H -9.75007 -4.14926 0.41200 -0.010 0.584 1.150 0.143
H -8.57252 -4.69427 1.57089 0.352 0.060 0.089 0.121
H -7.78703 -2.47226 2.20011 -1.315 -0.057 -1.605 0.146
H -9.24046 -1.67775 1.44004 0.451 -0.578 -0.627 0.114
H -7.43745 -3.49851 -0.11903 -0.290 -0.200 0.273 0.107
H -6.43206 -1.28756 0.77389 -0.477 -0.213 -1.119 0.132
H -7.31112 -0.72220 -0.71183 -0.090 -0.026 0.297 0.125
H -5.05273 -1.35688 -1.31340 0.211 0.608 0.341 0.102
H -6.23216 -2.30428 -2.07588 -0.550 -0.425 -1.054 0.115
H -4.00854 -4.78001 -1.40429 -0.288 0.317 0.103 0.091
H -3.29673 -3.15361 -1.29239 -0.110 -0.100 -0.416 0.065
H -4.55646 -3.52246 -2.58455 0.479 -0.240 0.857 0.104
C 1.94914 -4.19979 -5.05365 0.349 0.646 0.406 -0.096
O 1.35411 -2.93724 -5.24638 -0.203 0.129 0.895 -0.228
C 1.14411 -2.66600 -6.58986 -0.018 -0.156 -1.038 -0.252
C 0.24644 -1.44590 -6.72480 0.414 0.560 -0.471 -0.207
N -0.96202 -1.67147 -5.97212 0.795 -0.369 0.368 -0.057
C -2.06027 -0.79224 -6.25058 -0.376 0.940 0.939 -0.201
C -1.82352 0.71719 -6.25461 -0.454 -0.097 -0.287 -0.258
O -1.29356 1.18073 -5.04987 -0.011 0.478 -0.081 -0.204
C -1.15932 2.59282 -4.99013 -1.330 0.263 0.816 -0.107
H 2.13478 -4.29157 -3.97300 0.227 -0.008 -0.403 0.081
H 2.87713 -4.16638 -5.64820 -0.044 -0.728 0.355 0.099
H 1.28126 -5.01552 -5.33569 0.011 -0.087 -0.341 0.082
H 0.61512 -3.51066 -7.05210 -0.124 -0.066 -0.010 0.121
H 2.11667 -2.60280 -7.13451 -0.429 0.371 0.256 0.133
H -0.09432 -1.40816 -7.76523 0.508 0.331 -0.150 0.125
H 0.79613 -0.49013 -6.44466 -0.512 -0.896 -0.352 0.137
H -0.65659 -1.74902 -4.99890 -0.862 0.325 -0.197 0.101
H -2.87107 -1.04170 -5.55166 0.151 0.124 -0.110 0.125
H -2.47293 -0.87855 -7.24705 0.012 -0.998 -0.522 0.112
H -2.79587 1.17559 -6.51311 0.013 0.085 0.428 0.127
H -1.20193 0.98362 -7.11310 0.530 0.062 0.009 0.114
H -0.69481 2.78199 -4.00434 0.035 0.270 -0.740 0.081
H -2.16417 3.13753 -4.99932 0.898 -0.843 0.099 0.112
H -0.62260 3.01723 -5.83937 0.449 -0.247 0.052 0.073
C 3.56884 7.79638 -6.95449 0.302 -1.199 -0.561 -0.120
O 3.98132 7.70782 -5.57446 -0.423 0.958 -1.090 -0.210
C 3.98984 9.06507 -5.08195 0.391 -0.072 -0.360 -0.230
C 4.01501 9.08646 -3.58943 1.671 0.794 0.583 -0.257
N 2.76950 8.79391 -2.99604 -1.039 -0.293 1.048 -0.049
C 2.80917 8.80445 -1.53554 -0.335 -0.706 0.093 -0.198
C 1.49619 8.33502 -0.97030 -0.499 1.314 0.601 -0.231
O 1.63260 8.63959 0.41608 -0.636 -0.460 0.074 -0.228
C 0.39329 8.66619 1.10824 0.256 -0.282 0.694 -0.097
H 3.63368 6.79423 -7.48664 -0.158 0.957 1.107 0.102
H 4.21922 8.45511 -7.57317 -0.287 -0.064 0.661 0.089
H 2.53155 8.16009 -6.98289 0.223 -0.067 -0.211 0.082
H 3.11475 9.62554 -5.43777 -0.150 -0.293 0.066 0.122
H 4.85644 9.60134 -5.50324 0.005 -0.275 0.166 0.126
H 4.29482 10.11364 -3.25831 -0.086 -0.454 -0.334 0.137
H 4.82602 8.44099 -3.18448 -0.084 0.065 -0.389 0.131
H 2.41932 7.89402 -3.29886 0.081 -0.214 -0.047 0.096
H 2.88303 9.78926 -1.09388 0.284 0.671 -0.539 0.122
H 3.61446 8.23848 -1.00847 -0.102 -0.051 -0.834 0.124
H 1.18821 7.32572 -1.11782 0.401 -1.377 -0.091 0.103
H 0.64769 8.87908 -1.40811 0.215 0.506 0.014 0.126
H 0.64681 8.48626 2.17656 -0.347 0.133 -0.630 0.075
H -0.29363 7.85014 0.76846 0.342 0.723 0.189 0.095
H -0.05606 9.67702 1.04074 -0.105 -0.576 -0.183 0.094
C 6.29011 1.70545 -3.08495 0.446 -0.907 0.131 -0.117
O 6.49215 3.02271 -3.53140 0.529 0.093 -0.317 -0.198
C 5.36418 3.64260 -4.07211 -0.956 0.629 0.538 -0.220
C 4.42351 4.13302 -2.92495 0.424 1.552 -1.113 -0.180
N 3.33916 5.03755 -3.41524 0.862 0.598 0.183 -0.040
C 2.38891 4.38082 -4.29130 -0.652 -0.226 0.523 -0.214
C 1.19899 5.23001 -4.70864 0.268 0.044 -0.403 -0.237
O 0.35443 5.59567 -3.64770 0.013 -0.665 0.622 -0.197
C -0.57255 6.56190 -4.06413 0.358 0.512 0.014 -0.108
H 5.86033 1.06195 -3.91127 0.382 0.541 0.780 0.096
H 5.65559 1.63080 -2.17618 0.093 0.099 -0.537 0.065
H 7.30456 1.31997 -2.79632 -0.928 0.225 -0.379 0.099
H 4.80532 2.97445 -4.72272 0.004 -0.441 -0.253 0.101
H 5.66532 4.50916 -4.71749 0.002 -0.577 0.770 0.139
H 5.10044 4.65916 -2.21473 -0.631 -0.046 -0.444 0.119
H 3.94572 3.34062 -2.37215 -0.086 -0.606 -0.033 0.086
H 3.75637 5.85763 -3.89978 -0.334 -0.803 0.363 0.098
H 1.95490 3.52824 -3.77493 0.060 -0.324 0.416 0.105
H 2.84687 3.94771 -5.17219 0.081 0.047 -0.654 0.109
H 0.62645 4.70629 -5.50107 0.234 0.108 0.280 0.110
H 1.55122 6.15804 -5.13094 0.442 0.497 -0.571 0.095
H -0.01624 7.35765 -4.56748 -0.138 0.203 -0.295 0.080
H -1.00331 7.04185 -3.18054 -0.297 -0.445 -0.130 0.088
H -1.31524 6.15009 -4.76420 -0.056 0.117 0.301 0.094
C -4.93190 -3.68906 4.36989 0.121 0.515 -0.149 -0.095
O -3.83584 -3.84274 3.49225 0.296 -0.061 0.976 -0.246
C -4.04569 -4.76455 2.46160 -0.367 -0.466 0.123 -0.230
C -2.69466 -5.08421 1.88552 0.255 -0.614 0.183 -0.184
N -1.96754 -6.09506 2.72931 -1.033 0.621 -1.151 -0.017
C -0.55002 -5.97244 2.44107 -0.148 -0.478 -0.579 -0.242
C 0.23380 -7.10277 3.01034 -0.369 -0.364 -0.051 -0.232
O -0.08961 -8.20386 2.16555 1.172 -0.971 0.639 -0.230
C 0.63648 -9.40902 2.51065 -1.559 0.191 -0.946 -0.077
H -4.56751 -3.01502 5.15879 -0.320 -0.309 -0.022 0.075
H -5.31496 -4.64057 4.81241 0.322 0.572 -0.441 0.107
H -5.69779 -3.14951 3.80177 -0.493 -0.239 0.317 0.078
H -4.74595 -4.31848 1.73029 0.205 -0.368 0.011 0.119
H -4.45545 -5.70669 2.89336 -0.114 0.430 -0.342 0.132
H -2.11273 -4.15654 1.84404 0.039 -0.131 0.045 0.108
H -2.80740 -5.44763 0.85619 0.071 0.035 -0.067 0.112
H -2.34662 -7.01758 2.43680 0.760 0.725 0.327 0.124
H -0.18460 -5.03342 2.82355 0.060 0.439 0.251 0.088
H -0.29414 -6.01175 1.34963 -0.354 0.264 0.395 0.120
H -0.00090 -7.33115 4.06971 0.105 0.164 -0.387 0.138
H 1.27294 -6.83626 2.87932 0.696 -0.150 0.257 0.110
H 0.06647 -9.94898 3.25497 0.001 -0.179 0.447 0.081
H 1.65730 -9.29752 2.82858 0.477 0.607 0.172 0.083
H 0.62652 -10.01151 1.60359 0.095 -0.086 -0.032 0.082
C -0.39866 -3.07695 -0.85594 0.832 -0.169 0.005 -0.107
O -0.32519 -2.15233 0.19755 -0.952 0.628 0.216 -0.191
C 0.70606 -2.30691 1.11507 1.328 -0.913 0.494 -0.217
C 0.81100 -1.16733 2.13874 -0.295 0.292 -0.571 -0.164
N 1.04831 0.12610 1.45834 -0.097 0.101 -0.257 -0.022
C 0.81163 1.26840 2.32834 -1.541 -0.173 0.665 -0.217
C 1.09264 2.58821 1.64863 0.990 -1.165 -0.424 -0.233
O 0.17562 2.71996 0.58034 0.908 0.765 -0.340 -0.210
C 0.62465 3.67910 -0.41517 -1.020 -0.824 0.225 -0.063
H -0.59051 -4.11430 -0.55938 -0.231 0.067 0.320 0.081
H 0.52783 -3.09438 -1.43006 0.348 0.088 -0.052 0.080
H -1.15131 -2.72004 -1.53364 -0.508 0.079 -0.163 0.054
H 1.67432 -2.39486 0.57828 -0.168 0.388 0.015 0.113
H 0.65084 -3.28515 1.64846 -0.350 0.479 0.008 0.107
H 1.69858 -1.39451 2.75286 -0.567 0.069 -0.083 0.088
H -0.08562 -1.10532 2.80771 0.492 -0.207 -0.462 0.099
H 0.36927 0.27096 0.70978 0.289 -0.571 -0.086 0.077
H 1.35029 1.11642 3.27605 -0.037 0.310 -0.265 0.108
H -0.29030 1.32182 2.57056 0.834 -0.175 0.164 0.101
H 2.12054 2.50741 1.26089 0.005 0.306 -0.135 0.118
H 1.04510 3.42300 2.33172 -0.160 0.434 0.351 0.108
H 0.89815 4.64972 0.00262 -0.206 0.029 0.272 0.080
H -0.29580 3.74374 -1.00326 0.540 0.511 -0.463 0.082
H 1.48965 3.34351 -1.01627 -0.364 -0.256 0.257 0.081
C -0.37996 -8.92303 -4.17462 0.391 -0.248 -0.596 -0.121
O -0.90883 -7.78419 -3.62225 -0.024 1.679 0.359 -0.209
C -1.23136 -7.84296 -2.27569 -0.791 0.394 1.840 -0.231
C -0.05687 -8.00194 -1.32207 0.382 0.410 0.512 -0.200
N 0.77231 -6.76357 -1.24220 -0.610 -0.732 -0.774 -0.042
C 1.92450 -6.89981 -0.35885 0.132 0.199 -0.129 -0.203
C 2.58050 -5.54889 -0.06234 1.070 -0.132 0.364 -0.181
O 3.73540 -5.86129 0.78686 -1.223 0.033 -1.108 -0.197
C 4.25786 -4.69010 1.34253 -0.050 -0.202 1.174 -0.128
H -0.33514 -8.65002 -5.21580 0.367 -0.518 -0.587 0.089
H -1.01271 -9.77794 -4.03737 -0.726 -0.640 0.027 0.088
H 0.59280 -9.21889 -3.79355 0.432 0.227 0.027 0.085
H -1.87101 -8.72078 -2.11174 -0.282 0.092 0.077 0.124
H -1.78698 -6.90628 -1.98673 0.384 -0.856 -0.579 0.135
H 0.44144 -8.92890 -1.62678 0.787 0.128 -0.230 0.103
H -0.36301 -8.27051 -0.28641 -0.302 0.563 -0.594 0.113
H 1.00113 -6.44165 -2.20182 0.079 -0.386 0.953 0.118
H 2.70662 -7.57444 -0.74673 -0.113 0.068 -0.004 0.125
H 1.56825 -7.35317 0.59150 0.180 0.410 -0.517 0.104
H 1.89051 -4.82733 0.39863 -0.013 -0.437 0.526 0.091
H 2.94772 -4.95465 -0.93040 -0.107 -0.806 -0.043 0.116
H 5.18373 -4.94296 1.90352 -0.697 0.099 -0.195 0.103
H 3.46881 -4.28793 2.01319 0.659 0.315 -0.096 0.074
H 4.52556 -3.95604 0.59892 0.014 0.436 -0.439 0.068
C -8.79939 -4.20299 -6.35850 -0.628 -0.217 0.576 -0.103
O -7.56185 -4.64374 -5.82238 -1.456 1.359 0.581 -0.190
C -6.82193 -5.44506 -6.64034 3.048 -0.590 0.138 -0.256
C -5.47380 -5.70960 -5.83031 -1.883 -0.622 -0.607 -0.188
N -4.51705 -6.53969 -6.57678 0.104 1.124 0.124 -0.073
C -3.30598 -6.83493 -5.79939 0.180 -0.433 -0.688 -0.201
C -2.30974 -5.66727 -5.55506 0.774 -1.838 -0.837 -0.257
O -2.63025 -4.91979 -4.44662 0.039 0.352 1.116 -0.185
C -1.52809 -4.15020 -3.96256 -0.187 -0.851 -0.982 -0.074
H -8.71426 -3.68225 -7.31525 0.305 0.037 -0.020 0.084
H -9.30515 -3.54075 -5.63118 0.619 -0.174 -0.261 0.092
H -9.50130 -5.03841 -6.49124 0.228 -0.119 -0.144 0.085
H -6.55048 -4.97442 -7.59557 -0.160 0.219 -0.069 0.119
H -7.27417 -6.38713 -6.86286 -0.627 -0.813 -0.151 0.109
H -5.77548 -6.28249 -4.94147 0.129 0.064 -0.144 0.120
H -5.19544 -4.72844 -5.45478 0.741 0.204 -0.170 0.104
H -4.20332 -6.03857 -7.42563 -0.374 -0.337 0.604 0.113
H -2.77054 -7.61522 -6.37905 -0.009 0.519 0.060 0.110
H -3.56262 -7.40599 -4.87602 0.077 0.953 -0.299 0.128
H -2.15006 -4.97208 -6.40269 -0.471 -0.439 -0.229 0.128
H -1.34191 -6.22883 -5.47020 -0.327 0.686 0.453 0.105
H -1.97438 -3.25935 -3.59387 -0.066 0.907 0.601 0.067
H -0.83994 -3.89791 -4.77911 -0.206 -0.014 0.218 0.061
H -0.98681 -4.69817 -3.19571 0.079 -0.086 0.275 0.081
C -2.14950 1.58088 4.31558 -0.144 0.147 1.318 -0.100
O -2.50877 1.27235 5.67817 -0.721 -0.321 -0.960 -0.199
C -3.67086 0.40666 5.84834 0.553 1.424 -1.842 -0.207
C -3.72546 0.15728 7.29286 -1.268 0.262 1.021 -0.241
N -2.62094 -0.65332 7.69513 -1.042 -1.512 0.979 -0.066
C -2.65256 -1.07871 9.09984 0.197 0.842 0.473 -0.179
C -1.31220 -1.77193 9.36393 -1.782 0.581 1.637 -0.269
O -0.29301 -0.83262 9.21382 1.028 -0.988 -0.535 -0.207
C 0.98545 -1.44424 9.49501 -0.917 0.464 0.315 -0.079
H -2.87290 2.20560 3.77862 -0.196 0.135 0.359 0.075
H -2.05012 0.68151 3.72402 0.336 -0.440 -0.116 0.053
H -1.20398 2.12754 4.43137 -0.243 -0.258 -0.398 0.092
H -3.57079 -0.49145 5.23993 0.375 -0.380 0.101 0.107
H -4.56757 0.89895 5.43471 0.116 0.186 0.397 0.129
H -4.69179 -0.29890 7.57226 0.406 -0.303 -0.203 0.132
H -3.77705 1.13648 7.79926 0.252 0.020 0.032 0.129
H -1.76636 -0.17228 7.57805 0.948 0.745 -0.367 0.080
H -3.46349 -1.79883 9.35409 0.331 0.505 -0.551 0.128
H -2.79470 -0.15251 9.74890 0.242 -1.092 -0.299 0.134
H -1.33787 -2.66449 8.76002 0.845 -0.277 -0.870 0.112
H -1.26196 -2.12258 10.40419 -0.277 -0.087 0.083 0.118
H 1.26517 -2.18956 8.72309 0.028 0.602 0.201 0.085
H 0.93292 -1.98085 10.47415 0.119 0.444 -0.535 0.093
H 1.61585 -0.55582 9.56554 0.565 -0.626 -0.114 0.092
```
Positions in Å, forces in eV/Å.

Computed properties:
LUMO energy, eV: 0.551
Energy above the lowest of the compared OMol25 structures with the same formula, charge and spin, kJ/mol: 162.7
Spin multiplicity: 1
HOMO, eV: -8.4063
Kohn-Sham gap, Ha: 0.329
F_max, eV Å⁻¹: 3.9
Energy, hartree: -6007.92235